Record 1
The following is a quantum chemistry calculation of 8 unconnected molecules or ions with the total composition C25H65NO12S8, from the OMol25 dataset.

Geometry as XYZ:
```
111
Properties=species:S:1:pos:R:3:forces:R:3:mulliken_charge:R:1
C -2.0671 1.6273 1.1006 0.2 -1.1 -0.2 -0.60
C -0.9577 0.4676 1.5123 0.2 1.6 0.3 0.03
C 0.2615 1.2321 2.3037 -0.1 -0.8 -0.9 -0.12
C 1.5455 1.4027 1.2784 0.1 2.1 1.6 -0.43
O 2.1295 0.1281 0.8222 -4.4 -0.4 1.9 -0.16
O 3.2887 0.3347 0.2073 4.8 0.8 -1.5 -0.27
S 3.1857 -0.3100 -1.3674 -3.1 -4.9 -1.5 0.76
O 2.7505 -1.8163 -1.1848 2.3 5.3 -0.3 -0.57
O 4.6866 -0.3415 -2.1747 -1.0 0.6 1.0 -0.28
C 4.6346 0.3964 -3.4483 0.8 0.5 -2.2 -0.41
C 4.0526 -0.4876 -4.7203 0.0 0.5 -0.4 -0.46
C 2.4586 -0.1976 -5.0518 0.2 -0.1 -0.3 -0.41
C 1.4159 -1.2018 -4.2780 0.8 0.7 0.4 -0.22
N 0.1235 -1.4747 -5.0753 -1.5 0.8 3.0 -0.10
C -0.5711 -2.5597 -4.2263 -0.3 -0.6 0.6 -0.74
C -0.7484 -0.2281 -4.9856 0.8 4.6 -4.4 0.54
C -1.9762 0.0073 -3.9230 -0.2 0.0 0.5 -0.54
O -0.5003 0.7614 -5.8851 -1.3 -5.8 5.4 -0.57
H -3.0404 1.0888 0.7253 1.9 1.5 0.9 0.09
H -1.6262 2.2160 0.1896 -0.8 -0.8 1.8 0.12
H -2.2601 2.3477 2.0107 0.3 -1.4 -1.8 0.32
H -0.5167 0.0419 0.5152 -1.0 0.3 2.0 -0.01
H -1.3915 -0.3408 2.2437 0.7 1.4 -1.8 0.20
H -0.1206 2.3381 2.5344 1.2 -2.4 -0.3 0.25
H 0.5307 0.6472 3.2933 -0.3 1.5 -2.3 0.06
H 1.1835 2.0604 0.3767 0.8 -1.3 1.5 0.19
H 2.3990 1.9513 1.8993 -1.8 -1.0 -1.5 0.25
H 5.7606 0.6591 -3.7382 -2.4 -0.6 1.1 0.27
H 4.0628 1.4186 -3.3862 0.9 -2.1 0.2 0.25
H 4.3098 -1.6410 -4.6224 -0.6 2.4 0.1 0.22
H 4.6544 -0.1109 -5.6799 -1.2 -0.7 2.2 0.35
H 2.2110 0.9234 -4.7912 0.5 -2.2 -0.6 0.16
H 2.3420 -0.3149 -6.2216 0.0 0.1 2.5 0.27
H 1.0312 -0.7540 -3.2408 1.3 -0.9 -2.0 0.12
H 2.0004 -2.2157 -4.0521 -1.6 2.1 -0.6 0.21
H 0.0465 -3.5741 -4.2755 -1.4 2.2 -0.2 0.28
H -1.6741 -2.6850 -4.5994 2.3 0.0 0.6 0.31
H -0.6043 -2.2688 -3.0736 0.1 -0.5 -2.3 0.25
H -1.5553 -0.0602 -2.8113 -0.9 -0.2 -2.3 0.20
H -2.4717 1.0880 -3.9974 1.4 -2.5 -0.4 0.01
H -2.8710 -0.7627 -4.0902 2.2 1.6 0.4 0.28
C -4.9384 0.5304 -8.9439 -0.2 0.0 0.0 -1.00
S -3.6116 0.4917 -7.7157 0.0 0.0 0.3 0.52
O -4.1789 -0.0945 -6.4569 0.1 0.2 -0.5 -0.60
C -3.5129 2.2825 -7.4856 -0.1 0.0 0.1 -0.67
H -5.1949 -0.4976 -9.2113 0.1 0.1 0.1 0.33
H -5.8184 1.0269 -8.5284 0.1 0.0 0.0 0.29
H -4.5949 1.0602 -9.8357 0.0 0.0 0.1 0.36
H -4.4804 2.6718 -7.1590 0.1 -0.1 0.0 0.32
H -3.2150 2.7563 -8.4241 0.0 -0.1 0.0 0.45
H -2.7614 2.4931 -6.7206 -0.1 -0.2 -0.1 -0.01
C -6.5625 -1.3150 -0.5832 -0.1 0.0 -0.1 -1.01
S -5.1327 -0.8571 0.4251 0.1 0.0 -0.2 0.52
O -4.3577 0.1782 -0.3348 -0.6 -0.7 -0.1 -0.64
C -4.2606 -2.4308 0.2444 0.1 0.0 -0.1 -0.86
H -7.2360 -0.4566 -0.6419 0.2 -0.1 0.1 0.34
H -6.2380 -1.5902 -1.5894 0.1 0.1 0.1 0.29
H -7.0856 -2.1527 -0.1157 0.1 0.1 0.0 0.38
H -4.0766 -2.6375 -0.8127 -0.1 0.1 0.0 0.31
H -4.8574 -3.2328 0.6856 0.0 0.1 0.0 0.38
H -3.3054 -2.3604 0.7708 -0.2 0.1 0.0 0.23
C 1.7555 -0.5935 6.6196 -0.2 0.0 -0.2 -0.29
S 2.8462 0.5935 5.7998 0.0 -0.5 0.2 0.33
O 2.2296 0.9325 4.4751 0.3 -0.2 0.4 -0.48
C 4.1952 -0.5701 5.4902 -0.4 0.7 0.4 -0.88
H 0.8202 -0.0886 6.8735 0.3 -0.1 0.0 0.31
H 1.5448 -1.4315 5.9512 0.2 0.1 -0.1 -0.29
H 2.2308 -0.9542 7.5350 0.0 0.1 -0.1 0.43
H 3.8351 -1.4096 4.8904 -0.2 0.3 0.1 0.01
H 4.5926 -0.9316 6.4418 -0.1 0.1 0.0 0.38
H 4.9851 -0.0481 4.9443 -0.6 0.0 0.4 0.47
C 5.8068 -1.8537 1.2839 0.0 0.1 -0.1 -0.70
S 5.5176 -2.3638 2.9946 0.3 0.3 -0.2 0.60
O 5.9439 -1.2315 3.8813 1.0 -1.1 -1.3 -0.62
C 6.8229 -3.6143 3.0435 0.1 -0.1 0.1 -1.06
H 5.1172 -1.0413 1.0419 0.0 -0.2 0.2 -0.06
H 6.8348 -1.5032 1.1667 0.0 -0.1 0.2 0.43
H 5.6196 -2.6971 0.6149 -0.1 0.0 0.1 0.43
H 7.7891 -3.1557 2.8189 -0.1 0.1 0.0 0.30
H 6.6031 -4.4014 2.3182 -0.1 0.1 0.1 0.36
H 6.8521 -4.0462 4.0470 -0.1 0.1 -0.1 0.35
C 0.3850 3.4229 7.7989 0.0 0.0 -0.1 -0.86
S -0.3580 2.2407 8.9482 0.0 -0.2 -0.2 0.42
O -0.1770 0.8703 8.3656 -0.3 0.7 0.3 -0.59
C -2.0712 2.7366 8.6501 -0.1 -0.1 -0.1 -0.93
H 1.4668 3.2684 7.7921 -0.2 -0.1 0.1 0.28
H -0.0097 3.2649 6.7925 0.0 -0.1 0.1 0.26
H 0.1681 4.4408 8.1314 0.0 -0.1 0.1 0.40
H -2.3157 2.6203 7.5914 0.1 0.0 0.1 0.30
H -2.2096 3.7767 8.9554 0.1 -0.1 0.0 0.37
H -2.7264 2.0956 9.2452 0.2 0.0 0.0 0.32
C -0.6826 -5.9091 4.1730 0.1 -0.1 -0.1 -0.96
S -1.5395 -4.3690 4.5783 -0.1 0.2 -0.4 0.42
O -2.1366 -3.8373 3.3092 0.4 -0.3 0.5 -0.54
C -0.0480 -3.4064 4.9228 0.1 0.1 -0.1 -1.05
H -1.4268 -6.6560 3.8860 0.0 0.2 0.1 0.33
H 0.0063 -5.7461 3.3409 -0.1 0.1 0.0 0.29
H -0.1349 -6.2637 5.0494 -0.1 0.1 0.0 0.36
H 0.6021 -3.3963 4.0445 -0.1 0.0 0.0 0.37
H 0.4795 -3.8411 5.7754 -0.1 0.0 0.0 0.47
H -0.3440 -2.3828 5.1654 -0.1 -0.2 -0.1 0.29
C -1.4289 3.9944 -3.8372 0.1 0.0 -0.1 -0.59
S -2.9179 5.0206 -3.8528 -0.2 -0.2 -0.3 0.45
O -3.8147 4.4981 -4.9357 0.6 0.3 0.4 -0.56
C -2.1144 6.5123 -4.4844 0.0 0.1 -0.1 -0.95
H -1.7024 2.9897 -3.5058 0.0 0.2 0.0 -0.11
H -1.0010 3.9408 -4.8410 -0.1 0.0 0.0 0.31
H -0.7008 4.4181 -3.1413 -0.1 0.0 0.0 0.48
H -1.6447 6.3045 -5.4490 -0.1 -0.1 0.1 0.30
H -1.3643 6.8555 -3.7677 -0.1 -0.1 0.0 0.34
H -2.8736 7.2880 -4.6114 0.0 -0.2 0.1 0.33
```
Forces are in eV/Å.

Output
**E_HOMO**: -8.39 eV
**Total charge**: 0

***

Record 2
The following is a quantum chemistry calculation of a molecular structure, C25H66F6HfN4O17S2, from the OMol25 dataset.

Geometry as XYZ:
```
121
Properties=species:S:1:pos:R:3:forces:R:3:mulliken_charge:R:1
Hf -1.9642 -5.2134 -0.8544 0.2 0.4 0.2 1.82
C -2.4526 -5.2577 6.4359 1.8 -0.6 0.1 0.62
F -3.7392 -5.5419 6.2294 0.8 1.1 0.2 -0.18
F -2.0982 -3.9240 6.4270 -1.4 -2.0 0.0 -0.19
F -2.0690 -5.7773 7.6394 -0.6 0.7 -1.8 -0.19
S -1.3973 -6.0437 4.9820 -0.1 -1.9 -0.2 1.11
O -0.0437 -5.9619 5.4760 -0.3 -0.3 0.3 -0.51
O -1.8645 -7.3982 4.5441 0.4 1.8 1.6 -0.51
O -1.5924 -5.1967 3.8260 -0.6 1.2 -0.7 -0.52
C 2.3169 -0.1370 2.1225 2.0 0.6 1.3 0.61
F 3.2516 -0.5922 1.2414 -1.3 -0.3 0.9 -0.20
F 2.1968 -0.9485 3.2104 -0.1 0.5 -1.7 -0.20
F 2.8915 1.0213 2.6166 -1.6 -1.1 -0.9 -0.21
S 0.7038 0.0926 1.1662 -2.2 -2.2 -0.8 1.09
O 0.3539 -1.2657 0.5540 0.8 2.0 2.0 -0.51
O -0.3568 0.6331 2.0143 1.6 -0.8 -0.4 -0.51
O 1.1034 0.9090 0.0652 0.6 1.1 -0.5 -0.51
C 8.8563 -0.1529 6.0100 -1.1 -1.4 1.1 -0.44
O 8.8927 -0.1747 7.4671 1.2 1.3 -0.8 -0.52
H 9.1088 -1.1508 5.6514 0.1 0.0 -0.2 0.23
H 7.8414 0.0665 5.6787 -0.1 0.1 -0.1 0.21
H 9.5325 0.5527 5.5272 0.2 0.2 0.9 0.22
H 8.2862 -0.7539 7.9344 -0.2 -0.2 -0.9 0.29
C -6.4316 4.3367 -1.4372 -1.5 0.8 0.2 -1.49
C -6.6700 2.8465 -1.2473 0.1 0.3 -1.1 0.47
C -7.6386 2.1897 -2.2440 -0.1 -0.7 0.2 -0.81
O -7.7228 0.7737 -1.9392 1.1 0.9 0.8 -0.24
C -8.8594 0.0668 -2.3258 -0.4 0.5 -1.1 -0.77
N -5.3883 2.1912 -1.3977 0.6 -0.9 1.7 -0.56
H -6.3747 4.6730 -2.4724 0.1 -0.2 -0.1 0.34
H -5.5804 4.7213 -0.8753 0.2 -0.4 -0.1 0.41
H -7.2883 4.8255 -0.9732 -0.2 0.4 -0.2 0.38
H -7.0167 2.7322 -0.2203 0.0 -0.5 -0.1 0.38
H -7.1722 2.3402 -3.2176 0.0 -0.2 -0.4 0.28
H -8.6291 2.6422 -2.2916 -0.1 0.1 0.3 0.39
H -8.7637 -1.0031 -2.1405 0.4 0.2 0.3 0.22
H -8.9658 0.1803 -3.4046 -0.4 -0.1 -0.3 0.32
H -9.7697 0.4296 -1.8484 -0.1 0.1 0.1 0.32
H -5.0358 2.3204 -0.4601 0.9 -0.6 0.1 0.26
H -4.6920 2.6229 -1.9884 -0.4 0.4 -0.5 0.25
C 4.2977 -6.1348 0.5727 0.8 0.1 -0.8 -1.46
C 3.1734 -5.4990 -0.2138 -2.3 1.3 -0.5 0.27
C 3.5000 -4.9440 -1.6584 1.0 -0.6 1.1 -0.76
O 2.4308 -4.3385 -2.3712 0.0 0.2 0.4 -0.25
C 2.8459 -3.5891 -3.5127 0.1 0.9 -0.3 -0.81
N 2.0214 -6.4324 -0.4139 0.9 -0.8 0.1 -0.51
H 5.0345 -5.3761 0.8364 0.1 0.0 -0.2 0.37
H 4.7772 -6.8988 -0.0393 0.2 -0.1 0.1 0.36
H 4.0217 -6.5657 1.5351 -0.5 -0.1 -0.2 0.44
H 2.7114 -4.7856 0.4686 0.4 0.9 -0.4 0.25
H 3.8681 -5.7966 -2.2292 -0.1 -0.5 -0.2 0.38
H 4.4120 -4.3568 -1.5505 -0.2 0.8 -0.1 0.40
H 3.3037 -2.6280 -3.2789 0.8 -0.3 0.7 0.33
H 2.0276 -3.1618 -4.0923 -0.8 -0.9 0.2 0.26
H 3.4716 -4.1383 -4.2162 0.1 -0.3 0.2 0.33
H 2.4311 -7.0501 -1.1000 -0.7 -0.4 -1.1 0.29
H 2.1254 -7.0534 0.3758 -0.9 -0.2 0.8 0.26
C 7.5741 5.2344 0.2651 -1.3 0.2 -0.7 -1.37
C 7.7341 6.7086 -0.3401 1.2 -2.4 2.5 0.60
C 6.8944 7.7143 0.5271 -0.2 0.5 -1.2 -0.75
O 6.9903 9.0001 -0.0665 1.3 1.1 0.6 -0.31
C 7.2638 10.1384 0.8270 -2.0 -0.9 0.0 -0.74
N 9.1058 7.0638 -0.1629 0.7 1.0 -0.3 -0.48
H 6.5704 4.9391 -0.0407 -0.4 0.0 0.4 0.35
H 7.6630 5.0979 1.3429 0.0 0.7 0.1 0.37
H 8.1252 4.3865 -0.1416 0.8 0.6 -0.5 0.39
H 7.4939 6.5705 -1.3943 -0.6 0.7 -0.2 0.21
H 7.1963 7.7138 1.5744 0.5 -0.1 -0.1 0.43
H 5.8307 7.4764 0.5218 -0.1 -0.5 -0.2 0.38
H 7.3856 11.0714 0.2768 0.7 -0.5 -0.4 0.27
H 7.9591 9.9417 1.6431 0.6 -0.1 -0.5 0.34
H 6.3237 10.3238 1.3466 -0.3 0.0 0.3 0.35
H 9.3683 8.0305 -0.2922 -0.5 0.4 0.2 0.22
H 9.8783 6.5205 -0.5209 -0.4 -0.7 0.1 0.24
C -0.0252 3.0284 -7.8097 -0.6 1.4 -1.1 -1.28
C -1.3672 3.1824 -7.1396 0.6 -0.6 1.5 0.36
C -2.5982 2.9462 -7.9907 1.2 0.3 -0.3 -0.72
O -2.5939 3.8140 -9.0937 -0.5 0.6 -0.8 -0.33
C -2.6550 5.2345 -8.8431 0.0 -1.1 0.7 -0.66
N -1.3854 2.1944 -6.0363 -0.8 0.6 0.4 -0.69
H -0.0321 3.7910 -8.5886 0.2 -0.2 -0.5 0.31
H 0.0936 2.0474 -8.2696 0.3 0.0 0.3 0.32
H 0.7869 3.3778 -7.1722 0.0 -0.7 0.3 0.40
H -1.4565 4.2014 -6.7631 0.2 0.2 0.3 0.30
H -3.4958 3.0509 -7.3811 -0.3 0.0 0.1 0.37
H -2.4833 1.9223 -8.3464 -0.5 0.0 -0.4 0.36
H -2.8033 5.7680 -9.7820 0.2 -0.3 0.0 0.23
H -1.7448 5.5253 -8.3188 0.2 0.4 -0.3 0.28
H -3.4750 5.4847 -8.1699 -0.3 -0.1 0.0 0.31
H -0.7016 2.4361 -5.3333 0.8 0.0 -0.2 0.28
H -2.2143 2.3970 -5.4960 -0.7 -0.3 0.0 0.23
C -6.0104 -3.0019 1.8710 0.7 -2.0 -0.2 -0.35
C -6.5159 -4.5129 1.9755 -0.1 1.2 -0.1 -0.41
O -5.5002 -5.3968 1.6014 1.7 -0.8 -0.2 -0.53
O -5.0854 -2.9250 0.7570 -0.5 0.0 -0.5 -0.55
H -5.3519 -2.7407 2.6994 -0.7 -0.1 0.6 0.25
H -6.8574 -2.3254 1.7568 0.1 0.0 0.0 0.34
H -7.3245 -4.7915 1.2997 -0.5 0.9 0.1 0.25
H -6.7958 -4.7760 2.9956 -0.3 0.6 0.1 0.36
H -5.5971 -6.1692 2.1633 0.2 -0.1 -0.1 0.32
H -5.2271 -2.0697 0.3447 0.1 0.1 -0.2 0.31
C 2.4145 -0.4012 10.4051 0.5 0.3 -0.4 -0.30
C 2.3746 -1.8638 10.8162 -0.3 -0.1 -0.4 -0.32
O 1.8494 -1.9041 12.0985 -0.4 -0.5 1.0 -0.49
O 3.4067 0.2820 11.1625 0.5 -0.1 -0.4 -0.52
H 1.4686 0.1310 10.5057 -0.3 -0.5 0.2 0.26
H 2.6733 -0.3466 9.3477 0.4 0.2 -0.1 0.28
H 3.3412 -2.3658 10.7739 0.5 0.5 0.0 0.26
H 1.7684 -2.4938 10.1653 -0.5 0.4 -0.1 0.31
H 2.5228 -1.5603 12.6900 0.1 -0.1 0.2 0.32
H 3.0706 0.6587 11.9790 -0.4 0.0 -0.1 0.32
C -4.5002 -3.0543 -4.9484 -1.7 -1.3 0.2 -0.38
C -5.3179 -4.3871 -4.8224 0.6 1.2 -0.8 -0.46
O -5.1978 -5.0295 -3.5722 0.0 0.1 0.7 -0.50
O -3.2711 -3.1598 -4.2455 0.0 0.3 -0.6 -0.51
H -5.0286 -2.1582 -4.6229 -0.4 -0.2 0.7 0.28
H -4.4330 -2.8700 -6.0206 0.7 -0.3 -0.2 0.33
H -4.9963 -5.0873 -5.5934 0.2 0.1 -0.2 0.29
H -6.3614 -4.1442 -5.0230 -0.1 0.1 0.0 0.33
H -6.0403 -5.4796 -3.4764 0.1 -0.2 0.5 0.32
H -2.8968 -2.3158 -4.5086 0.9 0.1 0.4 0.30
```
Forces are in eV/Å.

Output
**E_HOMO**: -12.09 eV
**Total charge**: +2

***

Number 1: frontier orbital gap 0.325 Ha, F_max 0.156 hartree/bohr, total energy -5134.03586 a.u.. Number 2: frontier orbital gap 0.038 Ha, F_max 0.070 hartree/bohr, total energy -3932.34852 a.u..